Formula: C6H10
Source: OMol25
Level of theory: ωB97M-V/def2-TZVPD

```
16
Properties=species:S:1:pos:R:3:forces:R:3:lowdin_charge:R:1
C -1.7923 1.2249 -0.3700 1.5 0.2 -0.3 -0.0896
C -1.2408 -0.1257 -0.7696 1.6 -0.4 -1.3 -0.2323
C 0.2108 -0.2869 -0.3208 -0.7 -0.6 -1.1 -0.3245
C 1.1656 -0.0232 -1.2163 -1.5 -1.7 5.3 0.0861
C 1.5634 -0.4170 1.7116 -3.3 -1.1 -2.3 0.0513
C 0.4186 -0.7069 1.0731 0.9 1.1 -0.6 -0.0915
H -2.3124 1.3476 0.5306 -1.4 -0.6 1.2 0.0479
H -2.3589 1.5182 -1.2269 -0.5 1.1 -0.1 0.0635
H -0.9354 1.8854 -0.1266 -0.3 0.0 -1.0 0.0929
H -1.2148 -0.1878 -1.8933 0.0 0.4 0.9 0.1156
H -1.7933 -1.0153 -0.5534 -0.8 -0.4 0.8 0.0963
H 2.1181 -0.1204 -0.8948 3.2 -0.2 0.4 0.0332
H 0.8891 0.2757 -2.0899 -1.2 1.8 -5.4 0.0061
H 1.6758 -0.4789 2.6811 -0.3 -1.1 5.3 -0.0021
H 2.4863 -0.1092 1.4261 2.2 1.3 -2.5 0.0362
H -0.5061 -1.1073 1.4994 0.6 0.2 0.6 0.1110
```
Forces are in eV/Å.

- SMILES = C=CC(=C)CC
- HOMO energy (eV) = -8.64
- HOMO-LUMO gap (eV) = 9.52
- DFT total energy (Eh) = -234.5075
- charge = 0
- molar mass (g mol⁻¹) = 82.15
- F_max (eV Å⁻¹) = 5.8
- 2S+1 = 1
- energy relative to the best compared isomer or geometry (same formula, charge and spin) (eV) = 2.586